1.
{"formula": "C33H74N2O12", "method": "wB97M-V/def2-TZVPD", "orbital_gap_ev": 9.09, "smiles": "CCCN[C@H]1[C@@H](COCCOCCOCC)NC(=O)[C@@H]1CCC.COCCOC.COCCOC.COCCOC.COCCOC", "max_force_ev_per_a": 9.05, "charge": 0, "species": ["C", "C", "C", "N", "C", "C", "C", "O", "C", "C", "O", "C", "C", "O", "C", "C", "N", "C", "O", "C", "C", "C", "C", "H", "H", "H", "H", "H", "H", "H", "H", "H", "H", "H", "H", "H", "H", "H", "H", "H", "H", "H", "H", "H", "H", "H", "H", "H", "H", "H", "H", "H", "H", "H", "H", "H", "H", "C", "O", "C", "C", "O", "C", "H", "H", "H", "H", "H", "H", "H", "H", "H", "H", "C", "O", "C", "C", "O", "C", "H", "H", "H", "H", "H", "H", "H", "H", "H", "H", "C", "O", "C", "C", "O", "C", "H", "H", "H", "H", "H", "H", "H", "H", "H", "H", "C", "O", "C", "C", "O", "C", "H", "H", "H", "H", "H", "H", "H", "H", "H", "H"], "coordinates": [[-0.913, -5.014, 3.022], [-1.876, -3.679, 2.739], [-1.199, -2.363, 3.444], [-1.845, -1.920, 4.737], [-2.566, -0.596, 4.617], [-1.727, 0.811, 4.591], [-0.103, 0.813, 4.388], [0.445, 2.085, 3.864], [0.376, 2.147, 2.395], [1.653, 2.995, 1.726], [2.185, 2.193, 0.604], [2.794, 3.051, -0.436], [3.242, 2.207, -1.793], [2.645, 0.865, -1.885], [2.578, 0.418, -3.311], [1.012, 0.610, -3.834], [-2.611, 1.711, 3.757], [-4.062, 1.186, 3.747], [-5.187, 1.903, 3.878], [-3.864, -0.468, 3.595], [-5.269, -1.172, 4.160], [-6.320, -1.582, 2.971], [-6.094, -0.723, 1.587], [-0.747, -5.659, 2.042], [0.153, -4.733, 3.426], [-1.471, -5.617, 3.879], [-3.000, -3.879, 3.052], [-1.809, -3.512, 1.560], [-0.054, -2.579, 3.703], [-1.162, -1.421, 2.711], [-1.194, -1.949, 5.553], [-3.112, -0.524, 5.676], [-1.840, 1.210, 5.709], [0.321, -0.040, 3.708], [0.383, 0.653, 5.463], [0.384, 1.105, 1.854], [-0.629, 2.683, 2.040], [2.485, 3.164, 2.563], [1.288, 4.063, 1.342], [3.816, 3.464, 0.021], [2.104, 3.959, -0.752], [2.862, 2.813, -2.733], [4.429, 2.122, -1.881], [2.841, -0.724, -3.438], [3.279, 1.034, -4.021], [0.940, 1.192, -4.853], [0.503, -0.449, -3.955], [0.389, 1.223, -3.047], [-2.337, 1.489, 2.772], [-3.472, -0.796, 2.540], [-5.047, -2.171, 4.772], [-5.858, -0.470, 4.906], [-6.185, -2.735, 2.693], [-7.463, -1.490, 3.303], [-6.994, -0.885, 0.855], [-5.975, 0.443, 1.796], [-5.109, -1.102, 1.038], [-2.108, 5.990, -5.461], [-2.300, 6.047, -4.052], [-2.240, 4.753, -3.444], [-0.888, 4.524, -2.758], [0.171, 4.446, -3.717], [0.922, 5.653, -3.787], [-1.944, 7.007, -5.826], [-1.240, 5.382, -5.729], [-3.005, 5.586, -5.940], [-2.449, 3.965, -4.178], [-3.029, 4.721, -2.685], [-0.919, 3.561, -2.238], [-0.688, 5.303, -2.014], [1.560, 5.741, -2.902], [0.277, 6.532, -3.866], [1.560, 5.609, -4.674], [3.335, -8.959, -0.647], [2.099, -8.873, -1.349], [0.973, -9.072, -0.489], [0.303, -7.738, -0.134], [1.156, -6.933, 0.683], [1.791, -5.898, -0.059], [4.127, -8.583, -1.300], [3.327, -8.358, 0.267], [3.548, -10.003, -0.401], [1.263, -9.620, 0.416], [0.256, -9.690, -1.041], [-0.599, -7.946, 0.452], [0.000, -7.199, -1.039], [1.064, -5.113, -0.293], [2.239, -6.273, -0.983], [2.582, -5.467, 0.560], [3.822, 5.338, 4.656], [2.587, 5.424, 3.953], [1.460, 5.225, 4.813], [0.790, 6.558, 5.168], [1.643, 7.364, 5.985], [2.278, 8.399, 5.243], [4.614, 5.714, 4.002], [3.814, 5.939, 5.569], [4.035, 4.294, 4.901], [1.750, 4.676, 5.718], [0.744, 4.607, 4.261], [-0.112, 6.351, 5.754], [0.487, 7.098, 4.263], [1.552, 9.183, 5.009], [2.726, 8.023, 4.319], [3.069, 8.830, 5.862], [0.409, -4.244, -8.846], [1.735, -4.063, -8.363], [1.956, -2.737, -7.871], [1.915, -2.700, -6.338], [0.600, -2.978, -5.849], [0.476, -4.312, -5.370], [0.241, -5.314, -8.996], [-0.337, -3.873, -8.138], [0.293, -3.733, -9.807], [1.233, -2.034, -8.302], [2.955, -2.436, -8.203], [2.172, -1.688, -6.006], [2.649, -3.391, -5.909], [0.990, -4.407, -4.408], [0.881, -5.041, -6.077], [-0.586, -4.526, -5.220]], "atomic_forces_ev_per_a": [[-0.761, -0.086, 0.508], [1.368, -0.134, -1.015], [1.067, 0.529, 0.014], [-0.075, 0.887, -1.499], [-1.461, -0.392, 3.039], [-1.012, -0.084, 2.090], [0.620, -0.269, -0.092], [-0.746, -1.678, -1.276], [-0.156, 0.738, -1.684], [-0.198, 0.213, 0.938], [-0.353, 2.166, -0.383], [1.324, -0.114, 0.104], [-0.064, 0.326, -0.648], [0.995, 0.808, -1.781], [-1.282, 0.120, -0.726], [-0.203, -0.145, 0.041], [-0.757, -0.142, -0.851], [-3.227, 1.560, 0.225], [7.711, -4.653, -0.907], [-0.165, 0.675, 1.567], [-0.353, -0.962, 0.103], [-0.243, -0.488, -0.877], [0.270, 0.081, -0.071], [-0.538, 1.246, 2.222], [-2.141, -0.367, -0.837], [1.428, 0.889, -1.944], [2.482, 0.609, -0.546], [-0.427, -0.209, 2.524], [-2.420, 0.227, -0.831], [-0.223, -2.113, 1.269], [-0.889, 0.293, -1.191], [1.059, -0.172, -2.097], [0.237, -0.644, -2.459], [-1.089, 1.395, 1.172], [-1.147, 0.491, -2.356], [0.159, 1.681, 1.329], [2.067, -1.035, 0.954], [-1.774, -0.343, -1.807], [0.754, -2.285, 0.799], [-2.216, -0.518, -1.015], [1.183, -1.915, 0.777], [0.786, -0.924, 1.903], [-2.500, 0.184, 0.385], [-0.303, 2.344, 0.750], [-1.112, -1.089, 1.598], [0.245, -1.231, 1.963], [1.007, 2.207, 0.173], [1.404, -1.213, -1.470], [-0.268, 0.554, 0.722], [-1.295, 0.803, 1.794], [-0.133, 2.231, -1.344], [1.651, -1.084, -1.614], [-0.181, 2.478, 0.598], [2.649, 0.012, -0.488], [1.732, 0.305, 1.423], [-0.351, -2.596, -0.375], [-2.159, 0.838, 1.137], [-0.056, 0.205, 0.128], [0.219, -0.448, -0.197], [0.236, 0.493, 0.337], [-0.212, -0.408, -0.541], [-0.132, 0.411, 0.198], [0.055, -0.203, -0.089], [-0.083, -0.103, 0.151], [-0.041, -0.033, 0.035], [0.044, -0.054, -0.108], [0.148, 0.080, 0.067], [0.043, -0.030, -0.003], [-0.021, 0.034, 0.007], [-0.059, 0.029, -0.118], [0.017, 0.137, 0.017], [-0.006, -0.050, 0.045], [-0.092, -0.109, 0.105], [-0.014, 0.032, -0.238], [-0.035, 0.039, 0.527], [-0.062, 0.424, -0.477], [0.313, -0.398, 0.498], [-0.001, -0.032, -0.516], [-0.005, 0.022, 0.222], [-0.185, -0.080, -0.002], [-0.047, -0.043, -0.005], [0.072, 0.007, 0.104], [-0.018, 0.174, -0.051], [-0.010, 0.029, 0.040], [0.013, -0.016, -0.043], [0.117, -0.070, 0.010], [0.053, 0.052, -0.104], [-0.059, -0.022, 0.022], [-0.154, -0.100, 0.014], [-0.047, 0.050, -0.261], [0.106, 0.059, 0.480], [-0.251, 0.443, -0.468], [0.322, -0.433, 0.499], [0.055, 0.040, -0.508], [-0.044, -0.017, 0.247], [-0.167, -0.072, -0.006], [-0.050, -0.048, -0.006], [0.070, -0.011, 0.114], [-0.027, 0.146, -0.078], [0.015, -0.001, 0.110], [0.034, -0.017, -0.067], [0.111, -0.064, 0.013], [0.062, 0.040, -0.107], [-0.055, -0.021, 0.013], [-0.148, -0.100, 0.016], [0.172, -0.171, -0.010], [-0.353, 0.371, 0.147], [0.291, -0.485, 0.309], [-0.495, 0.333, -0.374], [0.361, -0.321, -0.114], [-0.140, 0.145, 0.061], [0.146, 0.139, 0.012], [0.045, 0.043, -0.017], [-0.124, 0.029, -0.007], [0.012, -0.100, 0.150], [-0.024, 0.020, 0.036], [0.017, -0.017, -0.026], [-0.075, -0.030, -0.113], [0.029, -0.127, -0.010], [0.029, 0.057, 0.018], [0.112, 0.144, -0.022]]}

---

2.
{"formula": "C3H11NO2", "method": "wB97M-V/def2-TZVPD", "e_above_lowest_ev": 1.112, "orbital_gap_ev": 10.77, "smiles": "CCO.NCO", "max_force_ev_per_a": 2.43, "charge": 0, "species": ["C", "O", "C", "H", "H", "H", "H", "H", "H", "N", "C", "O", "H", "H", "H", "H", "H"], "coordinates": [[1.790, 0.870, 1.769], [2.939, 0.332, 2.448], [0.990, -0.196, 1.038], [2.181, 1.595, 1.055], [1.213, 1.424, 2.511], [2.885, -0.639, 2.365], [0.642, -0.961, 1.732], [1.230, -0.605, 0.060], [0.090, 0.365, 0.738], [-1.778, -0.664, -0.700], [-1.302, -0.266, -1.984], [-2.211, 0.117, -3.012], [-2.131, -1.614, -0.762], [-2.564, -0.118, -0.357], [-0.653, -0.997, -2.462], [-0.580, 0.558, -1.800], [-2.741, 0.799, -2.640]], "atomic_forces_ev_per_a": [[1.429, -0.667, -0.508], [-0.163, -0.745, -0.103], [-1.917, 1.453, 0.317], [-0.085, 0.165, -0.086], [-0.347, -0.257, -0.098], [0.131, 0.755, 0.144], [0.071, -0.179, -0.138], [1.183, -0.100, 0.255], [-0.183, -0.383, 0.302], [-0.812, -1.167, -0.248], [1.772, 1.398, -0.529], [0.403, -1.097, 0.226], [-0.038, -0.018, 0.152], [0.272, 0.286, -0.113], [-0.346, -0.585, 0.356], [-0.543, 0.129, -0.141], [-0.826, 1.011, 0.212]]}

---

3.
{"formula": "C4H10N4O4S", "method": "wB97M-V/def2-TZVPD", "e_above_lowest_ev": 0.000, "orbital_gap_ev": 8.47, "max_force_ev_per_a": 3.24, "charge": 0, "species": ["C", "C", "C", "C", "N", "N", "N", "N", "O", "O", "O", "O", "S", "H", "H", "H", "H", "H", "H", "H", "H", "H", "H"], "coordinates": [[1.048, 0.272, -1.978], [0.936, 0.899, 0.681], [-3.152, -1.366, 0.495], [1.904, 1.403, -1.520], [1.202, 0.023, 1.710], [-0.294, 1.268, 0.313], [-1.470, 0.591, 0.506], [2.021, 1.341, -0.022], [1.412, -0.875, -1.274], [0.209, 0.361, -2.784], [-1.488, -0.873, 2.546], [-0.571, -1.801, 0.385], [-1.490, -0.891, 1.089], [-3.112, -2.351, 0.975], [-3.744, -0.485, 0.832], [-2.965, -1.490, -0.567], [1.573, 2.306, -2.024], [2.923, 1.303, -1.992], [0.449, -0.021, 2.437], [1.591, -0.908, 1.378], [-0.352, 1.915, -0.479], [2.732, 0.817, 0.372], [0.638, -1.438, -1.081]], "atomic_forces_ev_per_a": [[1.740, -1.851, 2.006], [-1.393, -0.004, -0.257], [2.530, 0.765, 1.016], [2.134, -0.329, 0.364], [-0.237, -0.235, 0.043], [1.929, -0.802, -0.166], [-0.839, 0.345, 0.065], [-1.989, 1.631, -1.545], [-0.309, 0.999, -0.849], [-1.841, -0.101, -1.651], [0.389, -0.748, -0.244], [0.172, -0.055, 0.622], [-0.971, 0.824, -1.244], [-1.363, 0.246, 0.094], [-0.267, -1.374, -0.317], [-0.557, 0.265, -0.071], [-0.498, 0.468, 0.886], [-0.768, -0.273, 0.832], [0.859, -0.444, -0.982], [-0.903, 1.586, 0.716], [-0.031, -0.145, 0.622], [2.465, -0.712, 0.146], [-0.252, -0.059, -0.086]]}

---

What did the third record say?
{"formula": "C4H10N4O4S", "method": "wB97M-V/def2-TZVPD", "e_above_lowest_ev": 0.000, "orbital_gap_ev": 8.47, "max_force_ev_per_a": 3.24, "charge": 0, "species": ["C", "C", "C", "C", "N", "N", "N", "N", "O", "O", "O", "O", "S", "H", "H", "H", "H", "H", "H", "H", "H", "H", "H"], "coordinates": [[1.048, 0.272, -1.978], [0.936, 0.899, 0.681], [-3.152, -1.366, 0.495], [1.904, 1.403, -1.520], [1.202, 0.023, 1.710], [-0.294, 1.268, 0.313], [-1.470, 0.591, 0.506], [2.021, 1.341, -0.022], [1.412, -0.875, -1.274], [0.209, 0.361, -2.784], [-1.488, -0.873, 2.546], [-0.571, -1.801, 0.385], [-1.490, -0.891, 1.089], [-3.112, -2.351, 0.975], [-3.744, -0.485, 0.832], [-2.965, -1.490, -0.567], [1.573, 2.306, -2.024], [2.923, 1.303, -1.992], [0.449, -0.021, 2.437], [1.591, -0.908, 1.378], [-0.352, 1.915, -0.479], [2.732, 0.817, 0.372], [0.638, -1.438, -1.081]], "atomic_forces_ev_per_a": [[1.740, -1.851, 2.006], [-1.393, -0.004, -0.257], [2.530, 0.765, 1.016], [2.134, -0.329, 0.364], [-0.237, -0.235, 0.043], [1.929, -0.802, -0.166], [-0.839, 0.345, 0.065], [-1.989, 1.631, -1.545], [-0.309, 0.999, -0.849], [-1.841, -0.101, -1.651], [0.389, -0.748, -0.244], [0.172, -0.055, 0.622], [-0.971, 0.824, -1.244], [-1.363, 0.246, 0.094], [-0.267, -1.374, -0.317], [-0.557, 0.265, -0.071], [-0.498, 0.468, 0.886], [-0.768, -0.273, 0.832], [0.859, -0.444, -0.982], [-0.903, 1.586, 0.716], [-0.031, -0.145, 0.622], [2.465, -0.712, 0.146], [-0.252, -0.059, -0.086]]}

---

What did the third record say?
{"formula": "C4H10N4O4S", "method": "wB97M-V/def2-TZVPD", "e_above_lowest_ev": 0.000, "orbital_gap_ev": 8.47, "max_force_ev_per_a": 3.24, "charge": 0, "species": ["C", "C", "C", "C", "N", "N", "N", "N", "O", "O", "O", "O", "S", "H", "H", "H", "H", "H", "H", "H", "H", "H", "H"], "coordinates": [[1.048, 0.272, -1.978], [0.936, 0.899, 0.681], [-3.152, -1.366, 0.495], [1.904, 1.403, -1.520], [1.202, 0.023, 1.710], [-0.294, 1.268, 0.313], [-1.470, 0.591, 0.506], [2.021, 1.341, -0.022], [1.412, -0.875, -1.274], [0.209, 0.361, -2.784], [-1.488, -0.873, 2.546], [-0.571, -1.801, 0.385], [-1.490, -0.891, 1.089], [-3.112, -2.351, 0.975], [-3.744, -0.485, 0.832], [-2.965, -1.490, -0.567], [1.573, 2.306, -2.024], [2.923, 1.303, -1.992], [0.449, -0.021, 2.437], [1.591, -0.908, 1.378], [-0.352, 1.915, -0.479], [2.732, 0.817, 0.372], [0.638, -1.438, -1.081]], "atomic_forces_ev_per_a": [[1.740, -1.851, 2.006], [-1.393, -0.004, -0.257], [2.530, 0.765, 1.016], [2.134, -0.329, 0.364], [-0.237, -0.235, 0.043], [1.929, -0.802, -0.166], [-0.839, 0.345, 0.065], [-1.989, 1.631, -1.545], [-0.309, 0.999, -0.849], [-1.841, -0.101, -1.651], [0.389, -0.748, -0.244], [0.172, -0.055, 0.622], [-0.971, 0.824, -1.244], [-1.363, 0.246, 0.094], [-0.267, -1.374, -0.317], [-0.557, 0.265, -0.071], [-0.498, 0.468, 0.886], [-0.768, -0.273, 0.832], [0.859, -0.444, -0.982], [-0.903, 1.586, 0.716], [-0.031, -0.145, 0.622], [2.465, -0.712, 0.146], [-0.252, -0.059, -0.086]]}